# 1
# C12H18OS

2 unconnected molecules or ions with the total composition C12H18OS in a non-equilibrium geometry (ωB97M-V with the def2-TZVPD basis set, the OMol25 dataset).

XYZ file:
```
32
Properties=species:S:1:pos:R:3
S -2.032 2.632 -0.776
O 2.784 0.848 -0.421
C 1.899 0.013 0.362
C -0.366 2.610 -0.751
C -2.079 -1.784 1.459
C 0.697 -0.224 -0.509
C 1.449 0.677 1.715
C -0.621 -0.604 -0.143
C 0.928 -0.174 -1.981
C 2.656 -1.261 0.776
C -0.863 -1.320 1.092
C -1.865 -0.424 -0.948
C -3.118 -0.840 -0.509
C -3.216 -1.575 0.658
H 0.822 1.547 1.473
H -2.005 0.303 -1.741
H 0.289 0.563 -2.350
H 3.472 -0.912 1.387
H 2.318 0.883 2.319
H 3.085 -1.719 -0.099
H 1.966 -0.077 -1.982
H -0.075 -1.737 1.696
H -2.109 -2.154 2.422
H 2.496 1.718 -0.439
H 0.628 -1.161 -2.433
H 0.131 2.976 -1.593
H 2.000 -1.879 1.193
H -3.839 -0.675 -1.303
H -4.166 -1.956 0.978
H -2.191 3.041 -2.077
H 0.110 2.720 0.303
H 0.814 -0.053 2.220
```

Its HOMO energy (alpha / beta) is -6.69 / -7.35 eV. The HOMO-LUMO gap (alpha / beta) comes out at 6.93 / 7.28 eV.

Here are the Löwdin charges for atoms 1 to 5, given in e:
1 S 0.76
2 O -0.01
3 C -0.52
4 C -0.51
5 C -0.09



# 2
# C12H18Si

C12H18Si in the gas phase in a non-equilibrium geometry (ωB97M-V with the def2-TZVPD basis set, the OMol25 dataset).

XYZ file:
```
31
Properties=species:S:1:pos:R:3
Si 0.515 -0.286 -1.506
C -0.972 0.186 2.810
C 0.672 -2.738 0.826
C 0.518 1.580 -1.535
C -1.208 2.681 2.189
C -0.448 1.977 -0.450
C 2.145 -1.104 -2.023
C -0.007 -1.472 1.277
C -0.765 -1.108 -2.715
C -0.916 1.254 1.885
C 0.061 -0.469 0.296
C -0.492 -1.108 2.522
C -0.509 0.915 0.615
H 2.539 -0.755 -2.899
H -0.819 2.895 3.256
H 2.943 -0.965 -1.447
H -1.491 -0.306 -3.135
H -1.371 2.022 -0.875
H -0.505 -2.003 3.213
H -1.370 0.441 3.697
H 2.050 -2.227 -2.203
H -2.206 2.802 2.062
H -0.034 2.986 -0.171
H 0.511 -2.905 -0.213
H -0.249 -1.625 -3.531
H 0.118 -3.538 1.296
H 0.219 2.158 -2.379
H -0.620 3.333 1.512
H 1.331 2.179 -1.282
H 1.722 -2.856 1.050
H -1.362 -1.944 -2.141
```

Its HOMO energy is -8.58 eV. The HOMO-LUMO gap comes out at 9.48 eV.

Here are the Löwdin charges for atoms 1 to 5, given in e:
1 Si 0.63
2 C -0.01
3 C -0.05
4 C -0.24
5 C -0.04